Entry 1:
{
  "formula": "C10H13O2",
  "method": "the ωB97M-V functional and the def2-TZVPD basis",
  "species": ["C", "C", "C", "O", "O", "H", "H", "H", "H", "H", "C", "C", "C", "C", "C", "C", "C", "H", "H", "H", "H", "H", "H", "H", "H"],
  "coordinates": [[-1.803163, -1.544878, 0.737305], [-1.986352, -0.034837, 0.745140], [-2.260052, -2.145266, -0.712545], [-3.489572, -2.061477, -0.880027], [-1.352817, -2.553031, -1.474012], [-0.733756, -1.777363, 0.581155], [-2.357952, -2.167874, 1.408901], [-2.097306, 0.438847, -0.237579], [-1.033771, 0.258787, 1.233358], [-2.882459, 0.294103, 1.259838], [1.654775, -0.982208, -0.749916], [1.880665, 1.926670, 1.736756], [1.817794, 3.024172, 0.917025], [1.877746, 0.631566, 1.240907], [1.621847, 0.378963, -0.123814], [1.528435, 2.789090, -0.455337], [1.448754, 1.511125, -0.937267], [2.186891, 1.991628, 2.783065], [1.699946, 4.058510, 1.214367], [2.042380, -0.300945, 1.830672], [1.261885, 3.559716, -1.185630], [2.589854, -1.132345, -1.291218], [0.802783, -1.222803, -1.377198], [1.128665, 1.339371, -1.985265], [1.601864, -1.820197, -0.023304]],
  "atomic_forces_ev_per_a": [[0.716, -1.057, -4.008], [0.622, -0.153, 0.651], [-0.170, 0.886, 1.212], [-0.336, -0.289, -0.560], [-0.116, 0.014, 0.114], [-0.290, -0.025, 1.283], [0.040, 0.075, 0.925], [0.456, -0.432, -0.062], [-0.908, 1.017, -0.113], [0.051, 0.036, 0.565], [-0.038, -1.097, 0.858], [1.570, -0.570, 1.259], [-1.554, 0.367, -2.057], [-0.405, -1.743, -1.429], [0.508, 0.837, 0.480], [-0.068, 0.307, 0.501], [-0.643, -1.189, -0.811], [-0.489, 0.435, -0.090], [0.494, -0.118, 0.592], [-0.156, 1.191, 0.025], [0.369, 0.188, 0.624], [-0.040, 0.124, -0.227], [-0.201, 0.345, -0.394], [0.413, 0.173, 0.655], [0.174, 0.676, 0.006]],
  "lumo_ev": 3.19,
  "e_above_lowest_kcal_mol": 23.22,
  "charge": -1,
  "gap_ev": 6.766
}

=====

Entry 2:
{
  "formula": "C5H6O2",
  "method": "the ωB97M-V functional and the def2-TZVPD basis",
  "species": ["C", "C", "C", "C", "O", "C", "O", "H", "H", "H", "H", "H", "H"],
  "coordinates": [[-0.781419, -1.764736, -0.048580], [0.868592, 0.175566, 0.517120], [-0.674936, -0.395841, 0.565984], [-0.130976, 2.190111, -0.655058], [2.026291, -0.537953, 0.487495], [0.658143, 1.265500, -0.136196], [-1.479486, 0.061822, 1.353213], [2.742768, 0.063960, 0.219866], [-0.310221, -1.772189, -1.032356], [-0.294575, -2.495259, 0.601073], [-1.836007, -2.042707, -0.122009], [-0.222860, 2.297844, -1.730919], [-0.565315, 2.953882, -0.019633]],
  "atomic_forces_ev_per_a": [[-0.842, 0.329, -0.736], [-1.976, -0.551, -1.680], [2.067, -1.737, 3.408], [1.111, 0.362, 0.430], [0.253, -0.468, 1.123], [-1.276, 2.300, -0.695], [0.886, -0.001, -1.837], [-0.379, -0.298, 0.069], [0.011, -0.195, 0.077], [0.196, 0.257, 0.017], [0.124, -0.004, -0.089], [-0.421, -0.280, 0.056], [0.246, 0.288, -0.144]],
  "lumo_ev": 0.19,
  "e_above_lowest_kcal_mol": 79.25,
  "smiles": "C=C=C(O)C(C)=O",
  "charge": 0,
  "gap_ev": 9.188
}

=====

Entry 3:
{
  "formula": "C2H13NO3",
  "method": "the ωB97M-V functional and the def2-TZVPD basis",
  "species": ["C", "C", "N", "H", "H", "H", "H", "H", "H", "H", "H", "H", "O", "H", "H", "O", "H", "H", "O"],
  "coordinates": [[-1.320783, 1.717867, 0.606662], [-2.732437, 2.014811, 1.125012], [-3.747905, 1.650599, 0.132622], [-1.191536, 2.037069, -0.429928], [-0.608080, 2.308272, 1.188541], [-0.974372, 0.712380, 0.830925], [-2.897105, 1.374126, 1.986317], [-2.784018, 3.066565, 1.388723], [-4.657261, 1.752392, 0.548657], [-3.649523, 2.176991, -0.723485], [4.337714, -5.038902, -1.849645], [3.455535, -6.222545, -2.284985], [4.033342, -5.514991, -2.628490], [-2.312514, -1.335061, 0.536226], [-2.258006, -1.692913, 2.046516], [-1.849651, -1.866065, 1.192005], [6.451965, 1.352237, -1.901449], [6.119462, 0.336950, -0.799328], [6.585171, 1.170218, -0.964896]],
  "atomic_forces_ev_per_a": [[0.334, 0.678, 0.783], [0.462, -0.524, -0.896], [0.507, -0.575, 0.373], [-0.023, -0.394, -0.016], [-0.044, 0.290, -0.034], [-0.358, -0.351, -0.660], [-0.148, 0.261, 0.357], [-0.089, 0.218, 0.366], [-0.357, 0.192, -0.339], [-0.231, 0.152, 0.085], [-0.039, -0.048, 0.002], [0.426, 0.537, -0.216], [-0.388, -0.488, 0.216], [-0.160, 0.105, 0.161], [-0.097, 0.096, -0.221], [0.207, -0.149, 0.041], [-0.006, -0.048, 0.084], [0.168, 0.323, -0.100], [-0.164, -0.274, 0.014]],
  "lumo_ev": 0.83,
  "e_above_lowest_kcal_mol": 27.23,
  "smiles": "CCN.O.O.O",
  "charge": 0,
  "gap_ev": 10.246
}

=====

Entry 4:
{
  "formula": "C27H40N10O3P2Sc",
  "method": "the ωB97M-V functional and the def2-TZVPD basis",
  "species": ["Sc", "C", "C", "C", "C", "N", "C", "C", "C", "C", "C", "C", "N", "C", "C", "C", "C", "C", "N", "H", "H", "H", "H", "H", "H", "H", "H", "H", "H", "H", "C", "N", "C", "P", "O", "O", "P", "O", "N", "C", "C", "N", "C", "C", "N", "C", "C", "H", "H", "H", "H", "H", "H", "H", "H", "H", "H", "H", "H", "H", "H", "H", "H", "H", "H", "H", "H", "H", "H", "H", "H", "N", "C", "C", "N", "C", "C", "N", "H", "H", "H", "H", "H"],
  "coordinates": [[0.305915, 0.852813, -0.162540], [3.455735, -0.433097, -3.121573], [4.651111, -0.202173, -2.461624], [4.626832, 0.315628, -1.173153], [3.406772, 0.584092, -0.579649], [2.242167, 0.350634, -1.220473], [2.274777, -0.143432, -2.463304], [3.270544, 1.183314, 0.772064], [4.316095, 1.347761, 1.666136], [4.048435, 1.934507, 2.893753], [2.761544, 2.352729, 3.197165], [1.762708, 2.163043, 2.255164], [2.027473, 1.578110, 1.077369], [0.351145, 2.596271, 2.435805], [-0.082145, 3.340795, 3.519506], [-1.410093, 3.742047, 3.578098], [-2.269557, 3.395239, 2.548963], [-1.765247, 2.649180, 1.499197], [-0.491015, 2.251858, 1.440251], [3.432667, -0.821546, -4.129653], [5.596450, -0.410150, -2.944978], [5.551440, 0.522093, -0.654737], [1.315152, -0.296478, -2.939454], [5.317566, 1.023869, 1.425233], [4.844753, 2.069141, 3.613688], [2.554226, 2.813474, 4.151116], [0.600798, 3.622242, 4.307035], [-1.763216, 4.328923, 4.415569], [-3.306308, 3.699810, 2.549455], [-2.399096, 2.366156, 0.665209], [0.969176, -3.971172, -0.508013], [1.023329, -3.015110, 0.599306], [2.277587, -3.044809, 1.361728], [-0.190520, -2.132017, 1.189652], [0.058579, -0.631492, 1.231497], [-1.388135, -2.384822, 0.134096], [-1.902399, -1.490772, -1.108755], [-0.861709, -0.398564, -1.343972], [-3.361743, -1.014646, -0.615847], [-3.861544, -1.020817, 0.759638], [-4.288341, -0.411801, -1.586620], [-2.057900, -2.375635, -2.440459], [-3.099691, -3.412011, -2.538424], [-1.090726, -2.402067, -3.538799], [-0.607409, -2.631115, 2.659074], [-1.251041, -1.763081, 3.651612], [-0.681171, -4.065493, 2.975819], [1.732889, -3.721167, -1.246419], [-0.005878, -3.958533, -0.985574], [1.162445, -4.979795, -0.138617], [3.113800, -2.832849, 0.693597], [2.430672, -4.026236, 1.813800], [2.263810, -2.296723, 2.153695], [-3.237528, -1.638028, 1.398411], [-4.870760, -1.432980, 0.768548], [-3.902608, -0.006348, 1.162823], [-3.835027, -0.358795, -2.574397], [-4.551611, 0.597849, -1.268884], [-5.199284, -1.007538, -1.652971], [-3.777033, -3.356600, -1.689725], [-2.641307, -4.401101, -2.559631], [-3.669274, -3.266297, -3.455923], [-0.381395, -1.587527, -3.435099], [-1.620160, -2.287572, -4.484571], [-0.553383, -3.351879, -3.554794], [-1.134369, -0.719512, 3.371307], [-0.776097, -1.925957, 4.618585], [-2.312076, -2.002569, 3.744550], [-0.106993, -4.645096, 2.255971], [-1.715327, -4.411668, 2.965765], [-0.260519, -4.229924, 3.966814], [0.718530, 6.045239, -2.047478], [0.214064, 4.822945, -2.267725], [0.369253, 3.763926, -1.344438], [-0.138484, 2.560038, -1.595380], [-0.806693, 2.370319, -2.744537], [-0.955014, 3.425085, -3.633575], [-0.458958, 4.626159, -3.406508], [1.233437, 6.279608, -1.218926], [0.565818, 6.760894, -2.740053], [0.902492, 3.905088, -0.411540], [-1.213290, 1.389390, -2.937346], [-1.498108, 3.286742, -4.560954]],
  "atomic_forces_ev_per_a": [[0.020, -0.118, -0.046], [-0.033, -0.002, -0.005], [0.018, -0.001, 0.004], [-0.035, -0.007, 0.011], [0.030, -0.002, -0.016], [-0.077, 0.009, 0.098], [0.025, 0.003, 0.000], [0.012, 0.017, 0.022], [-0.020, -0.006, -0.014], [0.016, 0.002, 0.000], [-0.031, -0.007, -0.013], [0.043, -0.015, 0.019], [-0.083, 0.072, 0.008], [-0.019, 0.021, 0.003], [0.005, -0.003, -0.024], [0.000, 0.003, 0.011], [-0.003, -0.023, -0.033], [-0.020, -0.007, 0.005], [0.090, -0.050, -0.030], [0.007, 0.000, -0.002], [-0.001, -0.001, -0.003], [0.005, -0.001, -0.004], [-0.001, -0.007, -0.003], [0.000, -0.002, -0.001], [-0.001, 0.003, 0.002], [-0.002, 0.004, 0.001], [-0.003, 0.006, 0.005], [0.000, 0.000, 0.001], [0.001, 0.006, 0.009], [0.003, 0.004, -0.002], [-0.012, 0.000, -0.010], [0.021, -0.008, -0.021], [0.011, 0.015, 0.016], [-0.064, 0.095, -0.010], [0.069, -0.121, -0.003], [0.078, 0.069, -0.014], [0.001, 0.024, 0.004], [0.014, 0.062, 0.088], [-0.062, -0.032, -0.043], [0.012, -0.014, 0.014], [0.014, 0.023, 0.002], [-0.044, -0.028, 0.039], [0.005, 0.020, 0.009], [0.023, 0.020, 0.004], [-0.016, -0.024, -0.018], [0.013, -0.002, -0.014], [0.034, 0.003, -0.015], [-0.001, -0.006, 0.004], [-0.002, -0.005, 0.002], [-0.002, -0.004, -0.009], [0.000, -0.006, 0.002], [0.004, -0.001, -0.002], [-0.002, -0.001, 0.002], [-0.005, 0.006, 0.000], [0.001, -0.003, -0.002], [-0.005, -0.003, 0.004], [0.003, -0.011, 0.000], [-0.010, 0.001, -0.014], [-0.003, 0.005, 0.015], [-0.001, -0.008, -0.001], [-0.006, -0.005, -0.002], [0.000, -0.007, -0.002], [0.001, 0.005, -0.004], [-0.002, -0.006, 0.000], [0.002, 0.000, -0.005], [-0.005, 0.003, 0.003], [-0.004, 0.015, 0.005], [0.002, 0.001, 0.000], [-0.017, -0.006, -0.003], [0.000, -0.001, 0.010], [-0.008, -0.006, 0.004], [-0.003, 0.017, -0.008], [0.008, -0.014, 0.064], [-0.005, -0.014, -0.053], [0.012, 0.043, -0.036], [0.005, 0.007, 0.001], [-0.015, -0.017, -0.008], [0.004, -0.001, -0.005], [0.001, 0.000, -0.001], [0.003, -0.003, -0.002], [0.001, 0.016, 0.001], [0.001, 0.000, 0.008], [0.003, 0.006, -0.002]],
  "lumo_ev": -8.65,
  "e_above_lowest_kcal_mol": 0.13,
  "charge": 3,
  "gap_ev": 7.311
}

=====

What is the formula in the third record? C2H13NO3